{"formula": "C36H92AsF6N5O5", "method": "ωB97M-V/def2-TZVPD", "total_energy_ha": -4910.55383, "e_lumo_ev": -7.773, "largest_force_ev_per_a": 1.785, "charge": 4, "e_homo_ha": -0.61502, "species": ["C", "C", "N", "C", "C", "C", "C", "C", "O", "C", "H", "H", "H", "H", "H", "H", "H", "H", "H", "H", "H", "H", "H", "H", "H", "H", "H", "H", "H", "H", "C", "C", "N", "C", "C", "C", "C", "C", "O", "C", "H", "H", "H", "H", "H", "H", "H", "H", "H", "H", "H", "H", "H", "H", "H", "H", "H", "H", "H", "H", "C", "C", "N", "C", "C", "C", "C", "C", "O", "C", "H", "H", "H", "H", "H", "H", "H", "H", "H", "H", "H", "H", "H", "H", "H", "H", "H", "H", "H", "H", "C", "C", "N", "C", "C", "C", "C", "C", "O", "C", "H", "H", "H", "H", "H", "H", "H", "H", "H", "H", "H", "H", "H", "H", "H", "H", "H", "H", "H", "H", "C", "C", "C", "O", "C", "N", "H", "H", "H", "H", "H", "H", "H", "H", "H", "H", "H", "H", "As", "F", "F", "F", "F", "F", "F"], "positions_angstrom": [[4.056639, -1.098482, -0.308434], [5.063240, -1.640204, 0.712706], [4.593210, -2.895821, 1.401696], [3.118535, -2.837027, 1.664266], [4.914803, -4.110687, 0.524699], [4.616350, -5.456526, 1.100129], [5.266747, -2.981082, 2.748845], [6.762186, -2.686373, 2.788325], [7.410469, -3.446479, 1.785957], [8.805017, -3.108966, 1.665410], [3.330619, -0.374136, 0.055875], [3.558778, -1.883289, -0.877143], [4.539716, -0.507759, -1.092191], [5.325239, -0.890257, 1.457417], [6.023945, -1.840999, 0.241866], [2.914612, -1.842003, 2.064288], [2.864224, -3.568759, 2.424526], [2.580192, -2.908692, 0.724122], [5.922880, -3.930080, 0.167200], [4.301165, -3.982493, -0.372275], [5.039520, -5.635622, 2.088077], [5.014545, -6.221154, 0.432410], [3.550102, -5.684902, 1.154817], [5.067829, -3.983856, 3.111792], [4.818643, -2.215892, 3.385360], [7.107103, -3.105001, 3.742687], [7.016399, -1.624025, 2.742244], [8.908079, -2.029725, 1.543054], [9.147222, -3.683863, 0.808406], [9.342247, -3.473190, 2.545308], [-4.612786, -0.809877, -4.522986], [-4.863935, -1.680593, -5.735915], [-3.899066, -1.452602, -6.898296], [-3.861932, -0.014388, -7.272365], [-2.499892, -1.922666, -6.494609], [-1.405662, -1.714770, -7.540521], [-4.306052, -2.262071, -8.120094], [-5.713841, -2.067504, -8.666884], [-6.616506, -2.685309, -7.769889], [-7.959740, -2.345892, -8.065739], [-5.273676, -1.082396, -3.699850], [-4.721768, 0.245617, -4.764760], [-3.636815, -0.944230, -4.046946], [-5.880150, -1.509323, -6.067459], [-4.719814, -2.749372, -5.583852], [-3.304773, 0.258796, -8.168051], [-3.330250, 0.495253, -6.466382], [-4.846425, 0.421174, -7.423336], [-2.626174, -2.975013, -6.240163], [-2.237959, -1.437887, -5.556285], [-1.566473, -2.208603, -8.493000], [-0.504626, -2.100662, -7.061683], [-1.185444, -0.662701, -7.723891], [-4.203615, -3.309906, -7.824986], [-3.515321, -2.117724, -8.850018], [-5.860844, -2.438006, -9.683881], [-5.936217, -0.992009, -8.725457], [-8.099834, -1.268896, -8.229662], [-8.562647, -2.614766, -7.200562], [-8.362478, -2.820351, -8.964375], [-5.049180, -0.690564, 2.765668], [-3.657331, -0.153475, 2.448227], [-2.989831, 0.485085, 3.648310], [-1.619257, 0.980319, 3.238575], [-3.772478, 1.675873, 4.159376], [-3.633216, 2.037789, 5.650916], [-2.883353, -0.531906, 4.790430], [-2.487294, -1.941245, 4.392777], [-1.430612, -1.999409, 3.461505], [-0.143192, -2.126233, 4.044520], [-5.094867, -1.551986, 3.435109], [-5.511437, -1.123404, 1.876506], [-5.745231, 0.037218, 3.179425], [-3.643887, 0.592491, 1.657366], [-3.032821, -0.992684, 2.150192], [-1.121297, 0.077888, 2.887524], [-1.168889, 1.395896, 4.137400], [-1.776680, 1.731777, 2.472700], [-4.807756, 1.507582, 3.884527], [-3.451734, 2.596918, 3.673630], [-2.636975, 1.916802, 6.082820], [-4.317190, 1.483986, 6.291412], [-3.835193, 3.100368, 5.779159], [-3.877801, -0.509105, 5.231832], [-2.189752, -0.060312, 5.481963], [-3.285294, -2.534977, 3.951488], [-2.215133, -2.461516, 5.317779], [-0.010181, -1.278453, 4.730852], [0.646145, -2.090110, 3.299785], [-0.062028, -3.060728, 4.604087], [1.064910, 3.707463, 6.277526], [2.554589, 3.399723, 6.273180], [3.202831, 3.374369, 4.912215], [3.173806, 4.780070, 4.366855], [4.681872, 2.962513, 5.073341], [4.856106, 1.556340, 5.571509], [2.460956, 2.467451, 3.959606], [2.990828, 2.341179, 2.533884], [4.212339, 1.630686, 2.567308], [5.116289, 1.829101, 1.490028], [0.454954, 2.863014, 5.946572], [0.815130, 4.587114, 5.686719], [0.676969, 3.901570, 7.277731], [2.822422, 2.523478, 6.855315], [3.090660, 4.194398, 6.794987], [2.158336, 5.065069, 4.127366], [3.903570, 4.886823, 3.567495], [3.583815, 5.424256, 5.145193], [5.098485, 3.740272, 5.713102], [5.102667, 3.098273, 4.081906], [5.899106, 1.417568, 5.870887], [4.634561, 0.830056, 4.795519], [4.363538, 1.329742, 6.516669], [1.467846, 2.903742, 3.823767], [2.305210, 1.511441, 4.457317], [3.141382, 3.354821, 2.146932], [2.268254, 1.831219, 1.890853], [5.194446, 2.827357, 1.052648], [4.935871, 1.117607, 0.683147], [6.065143, 1.587565, 1.974764], [-3.904676, 4.693936, -3.757896], [-3.273743, 3.315812, -3.611111], [-2.339919, 2.968288, -4.736398], [-1.884280, 1.673876, -4.482991], [-0.641931, 1.297573, -5.052686], [-2.496278, 3.286653, -2.287589], [-2.145374, 2.340001, -2.073571], [-1.745226, 3.975769, -2.324573], [-3.164173, 3.584019, -1.576412], [-4.668584, 4.862519, -2.992775], [-4.505364, 4.634020, -4.668327], [-3.254504, 5.565739, -3.773966], [-4.075129, 2.593554, -3.473741], [-1.475486, 3.647081, -4.794522], [-2.777608, 3.106008, -5.731337], [-0.564779, 1.712232, -6.058967], [-0.433033, 0.233731, -4.974889], [0.087419, 1.735777, -4.360351], [-0.153860, -0.348091, -1.152152], [-0.854130, 1.261629, -1.484442], [-1.230330, -0.484599, 0.228280], [0.616375, -1.869487, -0.730581], [0.805009, -0.215296, -2.585308], [1.064826, 0.475985, -0.184665], [-1.343906, -1.190876, -2.088776]], "atomic_forces_ev_per_a": [[0.3, 0.4, -0.7], [-0.1, 0.6, -0.8], [0.2, 0.0, 0.3], [0.3, 0.8, 0.1], [-0.3, 0.9, -1.1], [-0.2, -0.7, 0.5], [0.5, 0.3, 0.0], [0.4, -1.6, -0.2], [-0.1, 0.8, -0.1], [-0.5, -0.8, 0.2], [-0.3, -0.5, 0.5], [-0.1, 0.0, 0.2], [0.5, -0.2, 0.2], [-0.5, -0.1, 0.3], [-0.1, -0.4, -0.1], [0.0, 0.0, 0.1], [-0.1, -0.3, -0.3], [-0.1, -0.4, 0.2], [0.2, -0.5, 0.5], [-0.1, 0.1, 0.1], [0.2, -0.1, -0.2], [0.2, 0.1, 0.0], [0.0, 0.3, 0.0], [0.0, 0.1, 0.2], [-0.4, -0.3, 0.0], [-0.1, 0.5, 0.3], [-0.1, 0.0, -0.1], [0.2, 0.0, -0.1], [0.2, 0.3, -0.1], [0.1, 0.3, 0.0], [0.8, -0.2, 0.6], [0.4, -0.2, 0.0], [-0.1, 0.7, -0.9], [0.5, 1.1, 0.4], [-0.3, -0.1, -0.2], [0.0, 0.3, 0.7], [0.0, -1.2, 0.0], [-0.1, 0.7, 0.7], [0.1, 0.2, -0.4], [-0.7, 0.3, 0.1], [-0.5, 0.0, -0.4], [-0.2, 0.0, 0.1], [0.2, 0.0, -0.4], [0.1, -0.1, -0.4], [-0.4, 0.0, 0.5], [0.1, -0.9, -0.2], [-0.3, 0.1, 0.1], [-0.2, -0.3, 0.4], [0.0, -0.1, -0.2], [-0.1, 0.3, -0.1], [0.1, -0.2, 0.1], [0.1, -0.2, -0.3], [-0.2, 0.0, 0.0], [-0.1, 0.0, 0.1], [-0.3, 0.4, -0.2], [0.5, -0.3, 0.0], [-0.1, 0.0, 0.0], [0.3, 0.0, 0.1], [0.0, -0.2, -0.1], [0.3, -0.3, 0.1], [-0.6, -0.3, -0.1], [-0.5, -0.5, 0.4], [0.3, 0.1, 0.3], [-0.8, -1.0, 0.4], [-0.1, 0.8, 0.6], [0.0, -0.3, 0.2], [-0.3, 0.7, -0.5], [0.4, -0.6, 0.1], [0.5, -0.1, -0.5], [-0.4, 0.4, 0.7], [0.5, 0.2, 0.2], [0.1, 0.4, -0.3], [0.0, 0.1, -0.2], [-0.1, 0.0, 0.0], [0.3, 0.3, -0.1], [0.4, 0.4, -0.2], [0.2, 0.1, -0.1], [0.2, 0.0, -0.1], [0.0, 0.1, 0.2], [0.2, -0.5, -0.8], [0.1, -0.1, -0.3], [0.0, 0.0, 0.0], [-0.3, 0.0, -0.2], [0.1, -0.4, 0.3], [0.0, -0.3, 0.1], [-0.3, 0.3, 0.0], [-0.1, 0.0, 0.0], [0.3, -0.2, 0.1], [-0.3, 0.0, -0.4], [0.0, 0.0, 0.0], [-0.4, -0.4, -0.1], [0.0, 0.7, 0.8], [0.2, 0.0, -0.7], [1.0, 0.0, 0.7], [-0.7, 0.5, -0.1], [0.8, -0.2, 0.5], [-0.9, -0.1, -0.3], [0.9, 0.1, 0.5], [-0.5, 0.4, -0.2], [0.7, -0.7, 0.3], [0.2, 0.0, -0.3], [0.0, 0.0, 0.0], [0.5, 0.1, 0.2], [-0.3, -0.4, -0.5], [-0.1, 0.1, 0.0], [0.1, 0.1, -0.3], [-0.5, -0.2, -0.4], [-0.3, 0.1, 0.1], [0.1, -0.2, 0.2], [0.1, -0.1, 0.1], [0.1, 0.1, -0.4], [-0.1, -0.1, 0.1], [-0.4, 0.0, -0.2], [0.0, 0.1, 0.3], [0.3, -0.1, -0.1], [0.0, -0.1, -0.2], [-0.2, 0.0, 0.1], [-0.4, 0.2, 0.4], [-0.1, 0.1, 0.0], [0.2, 0.1, -0.5], [-1.1, -0.4, -0.1], [0.1, 1.2, 0.4], [1.1, -0.1, -0.3], [-1.2, -1.3, 0.1], [0.7, 1.2, 0.9], [-0.9, 0.0, -0.7], [0.5, 0.1, 0.0], [0.2, -0.2, 0.1], [0.2, 0.0, 0.2], [0.2, 0.0, 0.2], [0.2, 0.4, -0.2], [0.3, -0.2, -0.2], [0.2, -0.3, -0.2], [0.0, 0.3, 0.5], [-0.5, -0.3, 0.1], [0.3, -0.3, -0.1], [-0.7, -0.1, -0.2], [0.5, 0.1, -0.6], [0.4, -1.1, 0.2], [-0.1, -0.3, 0.0], [0.4, 0.4, -0.1], [-0.3, 0.6, -0.1], [0.0, 0.3, 0.3], [-0.5, -0.1, -0.2], [-0.1, 0.5, 0.1]]}